Computed, not measured: an isolated molecule of C5H8N2, with ωB97M-V/def2-TZVPD.

```
! RIJCOSX wB97M-V def2-TZVPD def2/J DEFGRID3
* xyz 0 1
H -0.643 2.307 -2.705
C 0.113 0.735 -1.516
N 0.671 -0.524 1.389
H 2.307 0.801 -0.803
N 0.392 -0.620 -0.932
C 0.281 -1.002 2.696
C -0.971 1.346 -2.301
C 1.284 0.566 -1.035
H 1.116 -1.559 3.136
H -1.240 0.682 -3.131
H -1.867 1.507 -1.695
H -0.604 -1.659 2.688
C -0.017 -0.890 0.392
H -0.903 -1.539 0.461
H 0.081 -0.151 3.357
*
```

Computed properties:
SMILES: C/N=C/N1C=C1C
Energy above the lowest of the compared OMol25 structures with the same formula, charge and spin: 90.0 kcal per mole
HOMO-LUMO gap: 9.24 eV
M: 96.1 g/mol

=====

Computed, not measured: an isolated molecule of C7H10N4, with ωB97M-V/def2-TZVPD.

```
! RIJCOSX wB97M-V def2-TZVPD def2/J DEFGRID3
* xyz 0 1
C 0.779 -1.031 0.241
H -1.590 2.952 1.362
H 1.148 1.032 1.057
C 0.091 -1.054 -1.128
N -2.207 0.264 0.463
C -0.948 1.024 0.674
N 1.111 -1.202 -2.065
C 0.372 0.246 1.155
H -0.562 1.352 -0.417
H -1.588 -1.199 -2.331
C 2.310 -1.140 -1.388
C -1.261 -0.951 -1.340
N -2.298 -0.582 -0.430
H 0.296 -0.029 2.245
C -1.108 2.090 1.676
H 3.245 -1.335 -1.980
H 1.150 -1.365 -3.044
H -0.107 2.299 2.001
H 0.637 -1.937 0.866
H -1.731 1.632 2.482
N 2.262 -1.065 -0.099
*
```

Computed properties:
SMILES: C[C@H]1C[C@@H]2N=CNC2=CN=N1
Energy above the lowest of the compared OMol25 structures with the same formula, charge and spin: 77.5 kcal per mole
HOMO-LUMO gap (alpha / beta): 8.49 / 8.49 eV
M: 150.2 g/mol

=====

Computed, not measured: a cluster of 3 separate species, C4H12O2 in total, with ωB97M-V/def2-TZVPD.

```
! RIJCOSX wB97M-V def2-TZVPD def2/J DEFGRID3
* xyz 0 1
C -0.650 1.333 1.049
H 2.210 -1.243 -0.681
H 1.000 -2.177 -1.571
O -1.607 1.546 -1.820
H -0.557 1.166 2.131
O 0.496 -2.111 2.567
H -0.787 -0.769 -0.903
H 1.463 0.777 0.555
H -0.668 1.628 -1.678
H -0.472 2.398 0.919
H -0.073 -1.337 2.460
H 1.471 -0.602 -2.147
H -2.041 2.187 -2.363
H -1.687 1.138 0.786
H 0.033 -2.762 2.015
C 0.427 0.498 0.382
C 0.167 -0.497 -0.454
C 1.274 -1.173 -1.248
*
```

Computed properties:
SMILES: C/C=C/C.O.O
Energy above the lowest of the compared OMol25 structures with the same formula, charge and spin: 19.8 kcal per mole
HOMO-LUMO gap: 10.10 eV
M: 92.1 g/mol

=====

Computed, not measured: a structure of composition C23H39BN2O14S, with ωB97M-V/def2-TZVPD.

```
! RIJCOSX wB97M-V def2-TZVPD def2/J DEFGRID3
* xyz 0 1
C 0.727 3.448 7.382
O 1.067 0.543 -4.931
H 2.734 -0.923 1.990
H 8.092 0.941 2.184
H 3.229 2.539 7.693
S 0.282 -2.171 3.740
H 1.314 -0.647 -8.076
C -2.016 -0.826 0.960
H 7.979 2.270 1.023
H 3.727 4.100 8.365
H -7.109 -2.275 -5.186
H -0.427 -1.572 -2.207
H 1.545 -1.508 -6.538
H 4.039 -1.300 3.098
H 1.394 -2.545 -0.626
O 2.308 1.198 -3.280
H -1.051 1.208 6.963
H 3.418 1.885 -1.710
H -2.109 1.868 -0.294
N 1.035 -2.464 2.292
O 4.337 0.316 1.805
C -1.031 -1.397 1.941
C 0.204 -1.998 1.280
C 1.619 -0.537 -7.034
H -2.446 3.834 7.678
H 0.849 1.475 -6.787
C 2.143 1.272 -4.607
H -7.163 -0.923 -4.043
H -4.776 -1.628 -4.489
O -4.908 -3.509 -6.107
H -2.950 -0.337 1.338
O 2.849 1.875 -5.374
C 7.484 1.788 1.864
H -3.640 -5.616 -6.744
C -4.406 -6.106 -6.143
H -1.523 3.562 6.208
C -1.682 1.752 -1.329
H -7.531 -2.578 -3.509
O -0.442 3.678 7.991
H 3.475 2.923 -3.142
B -2.931 -0.230 -1.411
H -4.890 -0.088 -1.098
C 3.462 1.888 -2.798
O 5.963 0.247 3.384
H -0.294 0.197 -6.403
H 2.286 1.222 3.217
H 3.142 4.027 6.697
C 2.802 0.383 3.688
H 7.382 2.514 2.673
O 0.876 2.950 6.295
C -0.531 -1.542 -1.096
H -1.897 1.516 8.470
H -5.235 -1.846 -2.809
C 3.020 3.610 7.697
H 2.671 -0.246 -7.012
H 2.079 -0.199 4.263
O -5.108 -3.592 -3.849
O 1.707 3.851 8.202
C -1.607 3.276 7.259
C 0.473 -2.084 -0.204
H -1.719 2.780 -1.802
N -1.156 -1.414 3.313
H -2.796 1.504 6.938
H -4.065 -7.112 -5.902
C -1.784 -0.904 -0.474
O -2.496 0.889 -2.182
C 5.541 0.599 2.312
H -5.342 -6.177 -6.698
C -6.893 -1.975 -4.159
C 0.755 0.489 -6.329
C -4.876 -4.107 -5.061
C -1.857 1.790 7.414
H -0.600 1.449 -1.311
C 3.483 -0.479 2.642
O -4.248 -0.727 -1.462
O 6.196 1.362 1.424
O -4.618 -5.414 -4.913
H 4.367 1.367 -3.112
C -5.431 -2.194 -3.822
H 3.532 0.805 4.381
*
```

Computed properties:
HOMO-LUMO gap: 8.06 eV
M: 610.4 g/mol

=====

Computed, not measured: a cluster of 2 separate species, ClN2O3P in total, with ωB97M-V/def2-TZVPD.

```
! RIJCOSX wB97M-V def2-TZVPD def2/J DEFGRID3
* xyz 0 1
O -0.375 0.811 0.651
N 0.497 0.299 0.047
N 1.545 -0.164 -0.113
O -2.809 -1.315 0.684
O 2.498 -0.567 -0.712
P -2.783 0.169 0.785
Cl -3.207 0.820 -1.035
*
```

Computed properties:
SMILES: O=NN=O.O=PCl
Energy above the lowest of the compared OMol25 structures with the same formula, charge and spin: 4.0 kcal per mole
HOMO-LUMO gap: 9.49 eV
M: 142.4 g/mol